(1)
DFT (the ωB97M-V functional and the def2-TZVPD basis) results for 9 unconnected molecules or ions with the total composition C40H107N9O11 in a non-equilibrium geometry.

```
167
Properties=species:S:1:pos:R:3:forces:R:3
C -7.4158 -0.9828 -8.0329 -0.92 0.17 -1.33
O -6.1413 -0.4731 -8.4270 0.48 -1.77 2.09
C -6.0292 0.8898 -8.6000 0.08 1.15 -1.95
C -6.4280 1.8506 -7.5207 -1.46 -0.51 0.43
N -6.0321 1.4555 -6.2017 1.12 -0.05 1.70
C -6.1903 2.5389 -5.2229 0.86 -1.01 0.64
C -5.4835 2.2464 -3.8382 -0.32 0.68 -1.09
O -6.1536 1.2580 -3.0990 0.61 -0.53 0.77
C -5.7009 1.2696 -1.7177 -1.33 -0.97 -1.28
H -8.0030 -1.1105 -8.9423 -0.27 0.22 -0.32
H -8.0540 -0.3849 -7.3823 0.51 0.56 0.24
H -7.4671 -1.9906 -7.6209 1.24 0.04 0.24
H -6.5703 1.0700 -9.5289 -0.75 0.81 -0.05
H -5.0538 1.2523 -8.9246 0.79 -1.30 0.34
H -7.5127 1.9405 -7.5791 -0.44 0.56 0.06
H -5.9712 2.8195 -7.7225 -0.13 0.00 -0.19
H -6.5581 0.7052 -5.7769 -0.05 -0.56 -0.79
H -7.2589 2.6424 -5.0346 -0.14 0.80 0.19
H -5.7230 3.3914 -5.7159 -0.27 0.46 0.56
H -5.4563 3.1371 -3.2104 -0.22 0.61 -0.21
H -4.4346 1.9876 -3.9831 0.19 -0.32 -0.32
H -6.1377 2.1664 -1.2783 0.54 0.02 0.47
H -4.6318 1.1023 -1.5871 0.33 0.72 -0.33
H -6.1206 0.3636 -1.2804 -0.41 0.22 0.15
C -0.1512 -1.5482 -1.6580 0.18 -0.56 0.33
O -0.8781 -0.7792 -0.6940 -0.23 0.17 -0.21
C -0.3452 0.4924 -0.4935 0.99 0.41 0.59
C -1.2833 1.3408 0.3917 -1.37 -0.34 0.03
N -1.0589 1.0864 1.8593 2.10 -1.51 -1.83
C -1.0737 -0.2563 2.3880 -2.16 -0.70 -0.29
C 0.1969 -1.1196 2.4620 1.53 1.17 -0.22
O 1.3133 -0.2858 2.9394 -2.42 -1.83 -0.52
C 2.4243 -1.0603 3.3315 2.51 1.01 0.50
H -0.3039 -2.5901 -1.3768 0.18 0.01 0.03
H 0.9083 -1.2947 -1.6212 0.14 -0.12 0.08
H -0.4791 -1.4686 -2.6945 -0.39 0.56 0.08
H -0.0751 1.0088 -1.4146 -0.71 0.37 -0.33
H 0.6279 0.4765 -0.0027 0.43 -0.48 0.33
H -2.2742 1.0067 0.0842 -0.26 -0.11 0.50
H -1.2643 2.4053 0.1581 0.54 -0.02 0.38
H -0.1895 1.5252 2.1270 0.18 0.91 0.75
H -1.8238 -0.7865 1.8010 0.12 -0.22 -0.14
H -1.4948 -0.3368 3.3902 -0.10 0.94 0.48
H 0.3289 -1.5464 1.4678 0.60 0.40 -0.35
H 0.0045 -2.0067 3.0655 -0.06 0.31 0.58
H 2.3705 -1.9980 3.8846 -1.17 -0.27 -0.49
H 3.0086 -0.4551 4.0246 -0.27 0.43 0.27
H 3.1591 -1.1294 2.5294 -0.34 -0.61 -0.51
C 2.2607 4.3584 -0.1199 -0.09 -1.00 -0.40
C 2.0782 4.9234 -1.5088 0.27 1.80 1.80
C 1.0884 6.0993 -1.4691 -2.44 -1.21 -1.54
O -0.2085 5.5398 -1.7037 -1.73 -1.05 -0.12
C -1.3646 6.4035 -1.7689 1.15 -0.74 0.05
N 3.3852 5.4706 -1.7676 0.89 -0.48 -0.98
H 2.4646 5.1568 0.5936 -0.26 -0.12 0.20
H 3.1468 3.7283 -0.1960 -0.10 -0.10 0.28
H 1.3979 3.7376 0.1216 -0.09 0.12 0.55
H 1.7656 4.1172 -2.1724 0.14 0.42 -0.16
H 1.2186 6.6670 -2.3905 0.73 1.00 0.48
H 0.9026 6.6163 -0.5277 1.40 0.57 0.05
H -1.7098 6.7046 -0.7798 0.16 0.17 0.18
H -2.1502 5.7946 -2.2165 0.03 0.16 -0.13
H -1.1489 7.2794 -2.3807 -0.11 0.11 -0.07
H 3.5068 5.9441 -2.6514 -0.08 0.20 0.12
H 3.7045 6.0229 -0.9846 0.12 0.17 -0.24
C -1.1412 2.8225 -5.0575 0.27 -0.68 1.71
C 0.1020 2.9359 -4.1323 -0.76 -0.46 -1.22
C 1.0044 1.7315 -4.1541 1.19 1.10 -0.68
O 2.1247 2.0938 -3.3355 -0.58 -0.51 0.85
C 3.2128 1.2319 -3.4793 0.63 -0.65 0.50
N 0.8634 4.0824 -4.6404 -0.36 -0.49 0.91
H -1.7418 3.7266 -4.9573 0.30 0.26 -0.55
H -1.8136 2.0645 -4.6559 -0.02 -0.44 -0.23
H -0.8270 2.5645 -6.0689 -0.22 0.33 0.03
H -0.1469 3.0607 -3.0784 -0.57 0.28 0.27
H 1.4508 1.7128 -5.1483 -0.47 -0.79 -0.51
H 0.5399 0.8008 -3.8284 -0.01 -0.15 -0.09
H 3.8814 1.3392 -2.6252 0.21 0.72 -0.16
H 3.7354 1.3666 -4.4263 0.10 0.15 -0.04
H 2.9781 0.1720 -3.3815 -0.68 -0.28 -0.35
H 1.6832 4.0342 -4.0524 0.63 0.55 -0.26
H 0.3019 4.8139 -4.2286 0.23 0.98 -0.29
C -3.7833 -5.3190 3.1673 -0.44 -0.77 0.72
C -3.3467 -4.8775 1.7907 -0.52 1.88 -0.30
C -4.5100 -4.7022 0.7175 1.22 -1.75 1.51
O -3.9158 -4.3096 -0.4765 -0.74 0.01 -1.77
C -4.8300 -4.3075 -1.6045 -0.13 0.09 -0.50
N -2.7694 -3.5549 1.9765 0.71 1.59 0.20
H -4.3305 -6.2606 3.1217 0.21 -0.18 0.19
H -4.3927 -4.6560 3.7815 -0.73 0.64 -0.91
H -2.9745 -5.3562 3.8971 0.64 -0.68 -0.57
H -2.4397 -5.3834 1.4594 -0.66 -1.10 -0.43
H -5.1980 -3.9790 1.1555 -0.20 0.35 -0.14
H -5.0494 -5.6369 0.5642 -0.15 -0.19 0.11
H -4.5408 -4.8580 -2.4997 1.49 0.01 0.17
H -5.0191 -3.2906 -1.9484 -0.07 0.10 0.30
H -5.7772 -4.8400 -1.5187 -0.30 0.31 1.33
H -2.3628 -3.2034 1.1214 0.23 -0.32 -0.46
H -3.4997 -2.8745 2.1308 -0.41 0.09 0.45
C -1.9860 2.0955 5.4289 0.09 0.62 -0.84
C -3.0342 1.5824 6.3809 -1.20 -0.93 0.76
C -3.4422 0.1107 6.2397 0.84 -0.58 -1.64
O -4.1039 -0.0286 4.9552 0.46 0.03 0.97
C -4.5983 -1.2912 4.5537 -0.11 0.30 -0.24
N -2.6216 1.7153 7.7669 0.47 0.52 0.62
H -1.0374 1.5606 5.3831 -0.10 -0.42 0.38
H -1.7193 3.1323 5.6339 -0.05 0.09 0.47
H -2.3568 2.1802 4.4074 -0.29 -0.40 -0.11
H -3.9897 2.0988 6.2893 0.05 0.53 -0.78
H -3.9795 -0.2899 7.0993 -0.76 0.44 -0.08
H -2.5492 -0.5143 6.2380 0.44 -0.08 -0.15
H -5.3571 -1.7028 5.2192 -0.31 0.28 0.05
H -3.8887 -2.1061 4.4106 0.78 0.19 0.24
H -4.9897 -1.0626 3.5624 -0.48 -0.34 0.07
H -2.2394 2.6399 7.9047 0.51 0.16 -0.06
H -3.4552 1.7817 8.3333 -0.22 -0.46 0.25
C 2.8898 -4.7271 0.7176 2.88 0.27 0.52
C 1.4384 -4.5837 0.8588 -1.71 -2.25 -0.87
C 0.6719 -5.3520 -0.2716 -0.13 1.57 -0.57
O 0.4400 -6.6961 -0.0727 -0.07 -1.19 0.74
C -0.5830 -7.2404 -0.8952 -0.24 0.39 0.00
N 0.9334 -5.1476 2.1126 -0.13 0.99 0.88
H 3.4738 -4.3584 1.5608 -0.49 -0.29 0.88
H 3.4387 -4.1086 0.0075 -0.84 -0.02 -1.02
H 3.2312 -5.7503 0.5609 -0.26 -0.12 -0.03
H 1.1030 -3.5581 0.7045 0.11 0.19 0.48
H 1.1874 -5.1969 -1.2194 0.01 0.14 -0.41
H -0.2947 -4.8485 -0.2915 -0.45 0.19 -0.40
H -0.8750 -8.2310 -0.5467 0.75 -0.16 -0.17
H -0.2952 -7.1880 -1.9452 0.18 -0.48 -0.10
H -1.5301 -6.7031 -0.8462 -0.04 0.70 0.31
H -0.0604 -4.9718 2.1525 -0.35 0.48 0.17
H 0.9205 -6.1575 2.1107 0.69 -0.26 -0.36
C 8.4507 2.6778 0.8887 0.99 -0.21 0.42
C 7.7039 2.1352 -0.3134 -2.04 0.35 -0.65
C 6.3159 1.4333 0.0396 1.04 0.44 0.07
O 5.4262 2.3746 0.6165 -0.64 0.64 -0.33
C 4.2602 1.8007 1.1829 1.00 -0.40 1.32
N 7.3610 3.2277 -1.2579 0.13 0.30 0.67
H 7.8922 3.2701 1.6135 -0.42 -0.02 -0.34
H 9.3183 3.2711 0.6001 -0.25 0.28 -0.45
H 8.9466 1.8960 1.4640 -0.38 -0.46 0.07
H 8.3170 1.4604 -0.9107 0.05 -0.38 0.44
H 6.4537 0.6075 0.7375 -0.01 -0.31 -0.13
H 5.8440 1.1440 -0.8993 0.23 -0.66 -0.17
H 4.6393 1.2817 2.0632 -0.42 -0.18 0.47
H 3.7104 1.0300 0.6426 0.18 0.08 -0.93
H 3.5482 2.5563 1.5148 0.34 0.18 -0.21
H 6.5810 3.6897 -0.8125 -0.09 0.67 0.08
H 6.9296 2.8726 -2.0993 0.22 -0.41 -0.27
C 6.7310 -0.3775 3.1866 0.09 -0.20 0.89
C 6.7874 -1.0608 4.6094 -0.82 -0.16 -0.80
C 6.6749 -2.5562 4.5226 3.60 -2.04 -0.96
O 5.4915 -3.1288 4.2163 -2.39 -1.05 0.46
C 4.7964 -3.5304 5.4164 -0.89 0.67 -1.73
N 7.8605 -0.5848 5.4626 -0.20 0.58 0.39
H 7.5359 -0.6718 2.5130 0.32 -0.15 0.31
H 6.7705 0.7064 3.2953 0.08 0.02 0.11
H 5.8197 -0.6053 2.6337 -0.23 -0.27 0.30
H 5.8420 -0.8702 5.1172 -0.14 0.90 0.04
H 7.0892 -3.1819 5.3131 0.20 1.01 1.32
H 7.3310 -3.0119 3.7810 0.61 0.83 -0.93
H 4.3790 -2.5813 5.7527 -0.56 -0.40 0.82
H 5.3603 -4.0304 6.2038 0.54 0.14 -0.28
H 4.0603 -4.2275 5.0160 -0.41 0.18 0.52
H 7.4591 -0.4339 6.3770 0.20 0.21 0.13
H 8.6458 -1.1991 5.6244 -0.03 -0.32 -0.53
```
Positions in Å, forces in eV/Å.

Values from the calculation:
Total energy (a.u.): -2907.92940
Relative energy (zero: lowest compared OMol25 entry of this formula, charge and spin) (eV): 0.0000
HOMO-LUMO gap (alpha / beta) (eV): 8.08 / 2.98
Total charge: +1
Spin multiplicity: 2
Expectation value of S²: 0.755

(2)
DFT (the ωB97M-V functional and the def2-TZVPD basis) results for 10 unconnected molecules or ions with the total composition C40H110N10O10 in a non-equilibrium geometry.

```
170
Properties=species:S:1:pos:R:3:forces:R:3
C 5.4787 1.1785 -1.9750 -0.01 0.27 -1.21
C 6.3892 2.2020 -2.7577 0.26 -0.62 0.95
C 7.8385 1.6322 -2.9262 -0.91 0.45 -0.33
O 8.8584 2.6657 -2.9800 -0.43 -0.73 -0.08
C 9.6314 2.8372 -1.7802 -0.71 -0.57 -0.89
N 5.8021 2.5043 -4.0955 -0.17 -0.12 0.67
H 5.7060 0.9943 -0.9250 0.59 0.28 -0.08
H 5.4831 0.2240 -2.5014 0.11 -0.19 -0.02
H 4.4347 1.4917 -1.9726 -0.05 0.32 -0.17
H 6.4410 3.0830 -2.1179 0.16 0.28 -0.05
H 7.7369 1.0639 -3.8508 0.68 0.53 -0.74
H 8.0592 0.7871 -2.2741 0.22 0.53 0.96
H 8.9550 2.9566 -0.9338 0.20 0.05 0.25
H 10.2788 3.7052 -1.9052 -0.28 0.10 -0.07
H 10.2802 1.9690 -1.6650 0.01 -0.16 0.36
H 6.3475 3.1401 -4.6598 1.06 -0.19 0.11
H 5.0074 3.1118 -3.9561 -0.77 -0.26 0.35
C -3.2267 -0.9145 -3.9680 -1.80 -1.23 -1.45
C -2.3171 -1.9080 -3.3329 -1.29 -0.09 0.84
C -2.1574 -3.2286 -4.1038 -0.27 0.31 -1.56
O -3.3601 -3.9704 -4.2976 -1.00 -0.58 -0.25
C -3.4415 -4.9044 -5.4335 0.14 0.98 1.43
N -1.1441 -1.1710 -3.0748 2.95 -0.26 0.75
H -3.3842 0.0146 -3.4203 -0.21 -0.39 0.29
H -4.1181 -1.5085 -4.1700 -0.86 0.78 0.04
H -2.8603 -0.6355 -4.9560 0.35 0.04 -0.13
H -2.6880 -2.1591 -2.3392 -0.44 -0.21 0.12
H -1.4099 -3.8868 -3.6610 0.42 0.26 -0.11
H -1.9733 -2.9014 -5.1270 1.33 -0.08 -0.22
H -4.5080 -5.0688 -5.5877 0.09 -0.07 0.13
H -2.9450 -5.8439 -5.1911 0.03 -0.07 0.09
H -3.0270 -4.5394 -6.3732 0.22 0.47 0.11
H -1.4060 -0.4542 -2.4132 0.35 0.20 0.16
H -0.8041 -0.6722 -3.8845 0.06 -0.03 -0.31
C -4.3920 2.1420 -0.8941 -0.90 -0.62 0.64
C -4.0617 1.1261 0.2133 0.47 -0.05 -1.84
C -3.8119 -0.2905 -0.4479 -1.14 -0.70 2.47
O -4.9561 -0.9472 -1.0696 1.26 1.29 -0.07
C -5.6553 -1.8338 -0.2153 -0.08 -0.04 -0.20
N -2.8262 1.5055 0.8602 0.78 -0.71 0.34
H -5.2049 1.7271 -1.4900 0.02 0.15 -0.37
H -3.5031 2.3375 -1.4938 -0.10 0.03 -0.07
H -4.7651 3.0551 -0.4302 0.21 0.23 -0.15
H -4.8448 1.0869 0.9705 -0.33 -0.23 -0.16
H -3.5616 -0.9691 0.3676 0.19 0.04 0.56
H -2.8471 -0.2889 -0.9550 -0.50 0.22 -1.22
H -6.6471 -1.9332 -0.6562 -0.03 -0.05 0.14
H -5.7426 -1.5084 0.8214 -0.03 0.46 0.03
H -5.2023 -2.8235 -0.1567 0.29 -0.14 -0.24
H -2.6329 2.4965 0.8844 -0.83 0.49 0.21
H -2.0602 1.1946 0.2800 0.25 -0.34 -0.12
C 2.0722 -2.4990 -4.6395 -1.49 -1.03 1.32
C 3.1492 -2.9483 -3.6497 -0.06 -1.85 -0.81
C 3.2159 -4.5403 -3.4858 0.18 0.73 -2.04
O 1.9603 -5.1926 -3.1789 1.30 0.94 1.03
C 1.5113 -4.8152 -1.8781 -0.71 -0.16 0.63
N 4.3734 -2.3817 -4.2497 0.45 -0.57 1.65
H 1.1593 -2.5641 -4.0475 -0.65 0.51 -0.54
H 1.9338 -3.1659 -5.4905 0.30 -0.28 0.01
H 2.2467 -1.5053 -5.0522 -0.15 0.10 0.43
H 2.9371 -2.6574 -2.6209 0.35 1.05 -0.24
H 4.0893 -4.9308 -2.9635 -0.31 0.46 1.42
H 3.5710 -4.8869 -4.4563 -0.86 -0.25 -0.68
H 0.7059 -5.4643 -1.5343 -0.41 -0.07 -0.76
H 1.1665 -3.7843 -1.7973 -0.20 0.19 -0.46
H 2.1642 -4.9257 -1.0123 1.21 -0.15 -0.46
H 4.3302 -2.6681 -5.2173 0.20 0.02 -0.28
H 4.1010 -1.4091 -4.2501 0.75 0.47 -0.25
C -2.2810 4.7174 4.9925 0.43 1.34 -0.56
C -2.9344 4.6333 3.6164 1.66 -0.64 -1.63
C -1.7099 4.4817 2.5310 -0.89 0.39 -0.19
O -2.0468 4.4343 1.0914 -0.13 -0.22 2.62
C -0.9550 4.1175 0.2261 -1.04 0.29 -0.92
N -3.8730 3.5503 3.6710 -0.82 -1.33 0.05
H -1.7499 3.8178 5.3036 -0.58 -0.35 0.02
H -3.0261 5.1007 5.6897 0.12 -0.47 0.34
H -1.4861 5.4619 4.9482 0.00 0.30 0.08
H -3.5434 5.5099 3.3956 0.52 0.42 -0.08
H -1.1303 3.6069 2.8255 -0.13 -0.47 -0.11
H -1.0187 5.3185 2.6320 -0.11 0.32 0.28
H 0.0634 4.0494 0.6087 -0.17 0.18 0.55
H -1.0270 4.8907 -0.5388 0.56 -0.02 -0.17
H -1.2256 3.1820 -0.2635 0.46 -0.18 -0.12
H -3.5838 2.8159 4.3012 0.30 0.26 0.33
H -4.0363 3.0328 2.8192 0.02 0.54 -0.57
C 1.6335 2.3363 -3.7923 0.12 1.47 -2.39
C 1.1133 3.0710 -5.1206 1.06 1.86 1.04
C 2.0893 3.6726 -6.2560 -0.30 -1.99 0.82
O 2.9965 2.6646 -6.6959 2.06 0.79 -0.83
C 4.2313 3.2079 -7.3204 -1.44 0.04 0.53
N 0.0596 2.3765 -5.7817 -1.18 -0.72 -1.50
H 0.8462 1.6861 -3.4110 0.20 -0.09 -0.07
H 1.8336 3.1367 -3.0799 0.10 -0.20 0.26
H 2.5687 1.8412 -4.0537 -0.12 -0.44 0.34
H 0.6600 4.0117 -4.8078 0.19 0.43 0.73
H 2.5792 4.6105 -5.9944 0.26 -0.13 0.60
H 1.4446 3.9173 -7.1001 -0.32 0.15 -0.15
H 4.0201 3.9798 -8.0604 -0.50 0.11 -0.12
H 4.7958 2.4509 -7.8647 -0.32 -0.40 0.48
H 4.8649 3.6992 -6.5820 0.03 -0.25 0.28
H -0.8026 2.3492 -5.2564 0.14 -0.55 1.18
H -0.2752 3.0922 -6.4108 0.02 -0.15 -1.16
C 2.6569 2.8278 5.3142 0.92 0.58 -0.85
C 2.4810 2.7173 3.7743 -0.22 -1.40 2.27
C 3.7517 3.0560 3.0779 1.81 0.78 -0.52
O 4.9059 2.1510 3.3902 -3.16 1.12 2.23
C 5.6609 1.7820 2.3206 -0.63 -0.24 -1.47
N 2.1011 1.3494 3.4906 -0.54 -0.20 -0.94
H 3.1350 3.7919 5.4878 -0.25 0.21 0.57
H 3.3870 2.0710 5.6013 -0.12 -0.09 0.25
H 1.7216 2.7163 5.8626 0.05 0.03 -0.04
H 1.5693 3.2733 3.5557 0.61 0.85 -0.78
H 4.0951 4.0490 3.3681 -0.07 0.16 0.17
H 3.5925 3.1447 2.0033 0.11 -0.52 -0.24
H 4.9430 1.6599 1.5095 0.47 -0.05 -0.83
H 6.0695 0.7868 2.4962 0.55 0.20 0.14
H 6.3751 2.5712 2.0858 0.48 -0.30 -0.32
H 1.3347 1.2020 4.1316 -0.06 -0.93 0.00
H 2.8832 0.7417 3.6887 -0.07 -0.24 0.30
C -3.2278 -6.3639 2.2022 -0.50 0.52 0.03
C -4.4903 -6.3265 3.1635 3.82 3.07 -0.96
C -5.2552 -4.9813 2.9263 0.40 -0.93 -0.08
O -4.3963 -3.8480 2.7453 -0.88 -0.17 -0.11
C -3.7990 -3.3639 3.9432 -0.13 -1.09 -0.26
N -5.1769 -7.5102 2.9328 -1.59 -1.60 0.20
H -2.6134 -7.2610 2.2782 -0.27 -0.31 0.41
H -2.5230 -5.5397 2.3118 -0.28 0.17 0.24
H -3.5695 -6.3332 1.1675 -0.16 0.04 -0.08
H -4.0859 -6.2998 4.1754 0.12 0.23 0.39
H -5.9565 -4.8681 3.7531 -0.02 0.49 0.35
H -5.8864 -5.1059 2.0464 0.28 0.22 -0.32
H -3.3208 -2.3988 3.7759 -0.25 -0.08 -0.14
H -3.0450 -4.0984 4.2263 0.30 0.17 0.42
H -4.5551 -3.3226 4.7273 0.01 0.30 0.21
H -5.6905 -7.6887 3.7840 -0.64 -0.44 -0.04
H -4.4490 -8.2103 2.9415 -0.19 -0.54 -0.26
C 1.8890 -0.3257 -0.9021 0.38 -1.51 -1.74
C 0.6053 -0.8248 -0.2424 3.24 0.56 -0.38
C 0.9770 -1.6568 1.0204 -1.71 0.91 -0.94
O -0.2731 -1.8882 1.6740 -0.73 -0.11 1.18
C -1.1861 -2.8217 1.0965 0.99 -0.48 0.20
N -0.1085 0.3985 0.0591 -1.22 -1.17 0.84
H 2.5684 -1.1629 -1.0615 0.31 -0.20 0.14
H 2.4969 0.4771 -0.4849 -0.58 0.08 0.60
H 1.6291 -0.0501 -1.9242 0.03 0.40 -0.07
H 0.0356 -1.4160 -0.9593 0.11 0.00 0.02
H 1.5788 -0.9956 1.6438 -0.15 -0.12 0.40
H 1.5267 -2.5837 0.8568 -0.04 -0.16 -0.38
H -0.7482 -3.8150 1.1953 0.25 -0.32 -0.51
H -1.4325 -2.6051 0.0570 0.04 0.01 -0.10
H -2.1095 -2.9396 1.6635 0.02 0.82 0.23
H 0.4877 1.0013 0.6081 0.47 0.35 -0.01
H -0.6853 -0.0230 0.7730 -1.19 0.74 0.62
C -1.5126 0.7049 7.8748 0.30 0.91 -1.82
C -2.8963 1.1538 7.3968 1.52 -1.41 0.23
C -3.1374 0.7108 5.9236 -0.73 1.06 0.80
O -2.0303 0.9720 5.0778 -0.25 -1.12 -0.20
C -2.2117 0.6078 3.6663 0.32 0.52 1.10
N -3.8003 0.4416 8.3024 -0.88 0.33 0.08
H -0.8576 1.1305 7.1146 0.61 -0.06 0.12
H -1.4346 -0.3778 7.7760 0.12 0.06 0.69
H -1.2491 1.1970 8.8111 -0.09 -0.67 0.26
H -2.8525 2.2339 7.5373 -0.77 0.25 -0.39
H -4.0299 1.2565 5.6173 -0.16 0.58 -0.51
H -3.5712 -0.2880 5.9720 0.94 -0.84 -0.31
H -1.2819 0.8360 3.1453 -0.15 0.87 0.14
H -3.0686 1.1851 3.3191 0.33 -0.53 -0.49
H -2.2425 -0.4565 3.4332 -0.74 -0.33 0.64
H -4.6832 0.1531 7.9059 -0.14 0.16 -0.36
H -4.0388 1.0420 9.0788 0.00 -0.02 0.19
```
Positions in Å, forces in eV/Å.

Values from the calculation:
Total energy (a.u.): -2889.50739
Relative energy (zero: lowest compared OMol25 entry of this formula, charge and spin) (eV): 3.7032
HOMO-LUMO gap (alpha / beta) (eV): 1.36 / 8.79
Total charge: -1
Spin multiplicity: 2
Expectation value of S²: 0.751